Record 1
Here is a structure of composition C19H31NO11Si2 in a non-equilibrium geometry from the Open Molecules 2025 dataset. Energies are from ωB97M-V/def2-TZVPD.

Structure (XYZ):
```
64
Properties=species:S:1:pos:R:3:nbo_charge:R:1
O 1.68 0.87 3.79 -0.73
C 1.38 0.94 2.37 0.25
C 2.20 1.99 1.56 -0.28
C 1.95 2.16 0.04 -0.23
C 0.86 1.27 -0.61 -0.23
C 0.07 0.21 0.20 -0.21
C 0.33 0.02 1.72 -0.06
C -0.49 -1.10 2.54 -0.26
N 0.42 -2.03 3.27 -0.65
C 0.90 -3.15 2.42 -0.22
C 2.41 -2.95 1.86 -0.43
C 2.69 -3.79 0.50 -0.89
Si 4.42 -4.66 0.50 1.39
O 5.71 -3.54 0.05 -1.21
Si 6.14 -2.52 1.38 1.18
H 1.28 1.69 4.16 0.49
H 3.00 2.62 2.10 0.23
H 2.56 2.93 -0.53 0.23
H 0.69 1.41 -1.73 0.23
H -0.71 -0.41 -0.36 0.24
H -1.07 -1.71 1.76 0.24
H -1.30 -0.66 3.23 0.21
H 1.17 -1.55 3.76 0.38
H 0.18 -3.45 1.57 0.20
H 0.96 -4.08 3.11 0.19
H 2.65 -1.86 1.62 0.23
H 3.19 -3.32 2.62 0.19
H 1.89 -4.59 0.28 0.24
H 2.71 -3.09 -0.42 0.24
H 4.69 -5.37 1.75 -0.20
H 4.45 -5.70 -0.56 -0.20
H 5.79 -3.11 2.68 -0.19
H 5.39 -1.26 1.20 -0.21
H 7.59 -2.23 1.31 -0.19
C 4.48 -0.56 -1.98 -0.10
C 5.55 -0.81 -3.00 -0.10
O 4.83 -0.83 -4.23 -0.49
C 3.69 -0.12 -4.03 0.96
O 2.93 0.21 -4.90 -0.58
O 3.51 0.18 -2.71 -0.48
H 4.85 0.01 -1.13 0.21
H 4.03 -1.49 -1.62 0.19
H 6.29 0.00 -3.04 0.18
H 6.07 -1.76 -2.84 0.21
C -3.97 1.80 -0.43 -0.10
C -5.11 1.55 0.51 -0.10
O -4.91 0.21 0.91 -0.49
C -3.59 -0.07 0.74 0.98
O -3.05 -1.07 1.14 -0.60
O -2.96 0.92 0.06 -0.49
H -3.63 2.84 -0.41 0.21
H -4.21 1.53 -1.46 0.21
H -5.08 2.20 1.40 0.18
H -6.08 1.68 0.03 0.22
C -8.61 4.52 -1.52 -0.10
C -8.33 4.87 -2.95 -0.10
O -6.96 4.51 -3.11 -0.48
C -6.69 3.57 -2.17 0.98
O -5.68 2.92 -2.13 -0.60
O -7.71 3.44 -1.28 -0.49
H -9.64 4.20 -1.37 0.21
H -8.38 5.34 -0.83 0.19
H -8.93 4.29 -3.65 0.19
H -8.47 5.93 -3.15 0.21
```

Output
- spin multiplicity = 1
- HOMO (eV) = -7.98
- Kohn-Sham gap (eV) = 8.282



Record 2
Here is a structure of composition C19H32AsF4MnN3O in a non-equilibrium geometry from the Open Molecules 2025 dataset. Energies are from ωB97M-V/def2-TZVPD.

Structure (XYZ):
```
61
Properties=species:S:1:pos:R:3:nbo_charge:R:1
Mn 1.00 -0.38 0.36 1.38
C -0.14 -2.35 2.39 -0.40
N 0.83 -1.26 2.48 -0.52
C 2.10 -1.79 2.97 -0.43
C 0.24 -0.26 3.39 -0.22
C 0.56 1.17 2.88 -0.23
N 0.54 1.27 1.41 -0.78
C 0.24 2.50 0.87 0.09
C 0.68 2.66 -0.46 0.23
F 1.60 1.76 -0.94 -0.33
C 0.37 3.79 -1.22 0.37
F 0.84 3.75 -2.44 -0.29
C -0.31 4.84 -0.71 -0.38
C -0.75 4.77 0.61 0.36
F -1.40 5.82 1.15 -0.29
C -0.52 3.61 1.37 0.29
F -1.06 3.51 2.62 -0.33
H -0.06 -2.98 3.31 0.21
H 0.00 -3.02 1.48 0.20
H -1.09 -1.90 2.34 0.20
H 2.89 -1.00 2.95 0.23
H 2.46 -2.59 2.32 0.21
H 2.08 -2.25 4.00 0.20
H 0.51 -0.39 4.43 0.22
H -0.86 -0.35 3.34 0.20
H 1.58 1.49 3.22 0.18
H -0.15 1.80 3.35 0.22
H -0.50 5.70 -1.33 0.26
N 5.02 -0.67 -0.59 -0.74
C 3.73 -0.83 -0.45 0.71
O 3.11 -0.19 0.46 -0.72
C 2.89 -1.58 -1.47 -0.52
C 1.59 -2.01 -0.83 -0.74
H 5.44 0.01 0.05 0.43
H 5.46 -1.01 -1.40 0.42
H 3.47 -2.39 -1.98 0.24
H 2.77 -0.80 -2.24 0.24
H 1.80 -2.78 -0.07 0.21
H 0.87 -2.30 -1.57 0.22
C -0.45 -0.67 -3.62 -0.62
C -1.42 0.06 -2.69 -0.69
As -1.23 -0.38 -0.79 0.98
C -1.84 -2.26 -0.86 -0.69
C -3.04 -2.48 -1.69 -0.64
C -2.49 0.69 0.15 -0.73
C -3.62 1.11 -0.76 -0.61
H -0.30 -0.13 -4.55 0.24
H -0.92 -1.65 -3.85 0.22
H 0.59 -0.77 -3.26 0.20
H -2.47 -0.14 -2.99 0.24
H -1.27 1.12 -2.73 0.24
H -1.77 -2.73 0.16 0.24
H -1.00 -2.76 -1.38 0.23
H -3.96 -2.09 -1.26 0.22
H -3.34 -3.51 -1.82 0.24
H -2.91 -2.10 -2.72 0.21
H -1.94 1.54 0.56 0.26
H -2.81 0.14 1.06 0.24
H -3.21 1.79 -1.54 0.21
H -4.40 1.65 -0.25 0.24
H -4.04 0.21 -1.21 0.20
```

Output
- spin multiplicity = 5
- energy above the lowest of the compared OMol25 structures with the same formula, charge and spin (kcal per mole) = 0.0
- <S²> = 6.192
- HOMO (spin up / spin down) (eV) = -10.22 / -10.37
- Kohn-Sham gap (spin up / spin down) (eV) = 6.588 / 7.895
- charge = +1



Record 3
Here is a cluster of 3 separate species, C19H32Br2ClN2O2P3 in total from the Open Molecules 2025 dataset. Energies are from ωB97M-V/def2-TZVPD.

Structure (XYZ):
```
61
Properties=species:S:1:pos:R:3:nbo_charge:R:1
C 1.43 -1.78 -1.26 -0.61
C 0.27 -1.18 -2.05 -0.41
C -0.95 -0.87 -1.16 -0.41
C -1.49 0.54 -1.42 -0.51
C -2.18 0.65 -2.79 -0.64
P -2.58 1.37 -0.15 0.85
Cl -3.44 -0.62 0.56 -0.49
P -1.86 1.53 2.03 1.28
O -2.71 0.90 3.08 -1.05
C -4.40 1.93 -0.32 -0.59
Br -5.46 0.79 -1.49 0.06
C -4.79 3.38 -0.56 -0.29
C -6.24 3.67 -0.19 -0.63
Br -4.47 3.98 -2.38 0.00
P -1.60 3.46 -0.44 0.75
C -0.89 3.63 -2.12 -0.98
O -0.18 3.10 0.35 -1.01
H 2.36 -1.77 -1.85 0.20
H 1.61 -1.23 -0.33 0.20
H 1.23 -2.82 -1.00 0.24
H -0.04 -1.89 -2.83 0.21
H 0.60 -0.28 -2.58 0.18
H -1.75 -1.59 -1.34 0.23
H -0.67 -0.97 -0.11 0.22
H -0.61 1.19 -1.41 0.21
H -1.42 0.64 -3.59 0.22
H -2.85 -0.20 -2.94 0.23
H -2.75 1.57 -2.92 0.23
H -0.55 1.04 1.91 -0.05
H -1.72 2.91 2.21 -0.05
H -4.78 1.69 0.68 0.27
H -4.11 4.00 0.02 0.25
H -6.93 3.42 -0.99 0.23
H -6.52 3.09 0.70 0.22
H -6.35 4.73 0.04 0.23
H -0.18 4.47 -2.06 0.24
H -1.66 3.89 -2.85 0.25
H -0.34 2.75 -2.48 0.21
H 0.38 2.41 -0.01 0.49
C 4.39 -0.66 1.50 -0.17
C 3.83 -0.50 0.24 -0.26
C 2.83 0.44 0.08 0.04
N 2.37 1.20 1.06 -0.45
C 2.91 1.05 2.27 0.04
C 3.92 0.13 2.54 -0.26
H 5.18 -1.39 1.67 0.22
H 4.16 -1.10 -0.60 0.23
H 2.37 0.58 -0.90 0.19
H 2.53 1.68 3.05 0.20
H 4.32 0.05 3.53 0.22
C 4.55 -5.12 2.45 -0.17
C 3.75 -6.09 1.87 -0.26
C 2.67 -5.68 1.10 0.04
N 2.36 -4.41 0.88 -0.42
C 3.14 -3.49 1.45 0.03
C 4.24 -3.79 2.24 -0.26
H 5.40 -5.40 3.06 0.22
H 3.95 -7.15 2.01 0.22
H 2.03 -6.42 0.63 0.19
H 2.87 -2.45 1.26 0.20
H 4.83 -3.00 2.67 0.21
```

Output
- spin multiplicity = 1
- energy above the lowest of the compared OMol25 structures with the same formula, charge and spin (kcal per mole) = 2.9
- HOMO (eV) = -7.94
- Kohn-Sham gap (eV) = 8.388



Record 4
Here is a cluster of 5 separate species, C19H32Br2NO12P in total in a non-equilibrium geometry from the Open Molecules 2025 dataset. Energies are from ωB97M-V/def2-TZVPD.

Structure (XYZ):
```
67
Properties=species:S:1:pos:R:3:nbo_charge:R:1
C -2.89 1.58 -0.41 -0.64
C -3.36 0.14 -0.37 -0.29
Br -3.76 -0.41 1.44 0.01
C -2.41 -0.83 -1.07 0.05
Br -2.94 -0.91 -2.95 0.01
O -1.06 -0.41 -1.09 -0.80
P -0.03 -0.79 0.08 2.54
O 1.30 -0.83 -0.50 -1.08
O -0.20 0.32 1.19 -0.99
O -0.42 -2.22 0.67 -0.68
N -0.86 -2.26 2.03 -0.52
H -3.76 2.22 -0.32 0.24
H -2.37 1.80 -1.35 0.23
H -2.25 1.81 0.44 0.23
H -4.30 0.08 -0.90 0.24
H -2.51 -1.86 -0.72 0.22
H -0.51 -0.02 2.04 0.52
H -1.25 -3.18 2.16 0.37
H -0.03 -2.17 2.60 0.35
O 5.74 4.45 -0.45 -0.58
C 4.99 3.58 -0.78 0.79
C 5.31 2.12 -1.01 -0.54
C 4.08 1.63 -1.79 -0.43
C 2.99 2.56 -1.27 -0.07
O 3.67 3.80 -0.98 -0.50
H 5.39 1.62 -0.05 0.27
H 6.23 2.01 -1.57 0.23
H 3.85 0.58 -1.64 0.25
H 4.24 1.80 -2.86 0.20
H 2.54 2.18 -0.36 0.19
H 2.22 2.74 -2.01 0.19
O -3.83 -4.62 -2.74 -0.56
C -2.68 -4.93 -2.86 0.79
C -1.46 -4.19 -2.35 -0.54
C -0.32 -4.83 -3.13 -0.43
C -0.86 -6.23 -3.38 -0.07
O -2.29 -6.07 -3.48 -0.49
H -1.37 -4.37 -1.27 0.23
H -1.55 -3.12 -2.54 0.25
H 0.64 -4.83 -2.62 0.23
H -0.19 -4.31 -4.08 0.21
H -0.65 -6.91 -2.55 0.17
H -0.50 -6.67 -4.30 0.20
O -5.68 2.26 2.00 -0.56
C -6.08 3.30 1.57 0.79
C -7.21 4.16 2.10 -0.53
C -7.48 5.10 0.93 -0.43
C -6.11 5.19 0.26 -0.07
O -5.51 3.90 0.50 -0.50
H -6.86 4.69 2.98 0.24
H -8.07 3.54 2.36 0.24
H -7.88 6.08 1.22 0.22
H -8.20 4.65 0.24 0.21
H -5.48 5.95 0.71 0.18
H -6.17 5.36 -0.81 0.20
O 5.04 -0.15 0.85 -0.57
C 5.71 -0.71 1.67 0.80
C 6.03 -0.25 3.08 -0.53
C 7.21 -1.14 3.46 -0.43
C 6.93 -2.39 2.63 -0.07
O 6.28 -1.91 1.44 -0.49
H 5.15 -0.43 3.71 0.23
H 6.28 0.81 3.09 0.25
H 7.29 -1.35 4.53 0.22
H 8.14 -0.68 3.14 0.21
H 6.26 -3.09 3.13 0.18
H 7.84 -2.92 2.34 0.20
```

Output
- spin multiplicity = 1
- HOMO (eV) = -9.41
- Kohn-Sham gap (eV) = 9.565



Record 5
Here is a structure of composition C19H32BrNO4Re from the Open Molecules 2025 dataset. Energies are from ωB97M-V/def2-TZVPD.

Structure (XYZ):
```
58
Properties=species:S:1:pos:R:3:nbo_charge:R:1
Re -0.01 0.58 0.08 1.17
C 1.53 0.23 2.67 -0.10
C 2.63 0.66 1.73 -0.09
O 2.10 0.73 0.36 -0.53
C 2.55 1.93 -0.35 -0.10
C 1.70 3.11 0.04 -0.10
O 0.33 2.72 -0.15 -0.54
C -0.66 3.61 0.39 -0.10
C -1.97 2.86 0.34 -0.10
O -1.81 1.56 0.96 -0.54
C -1.89 1.62 2.42 -0.09
C -0.81 0.77 3.05 -0.09
O 0.39 1.02 2.30 -0.58
H 1.29 -0.83 2.58 0.21
H 1.82 0.44 3.70 0.24
H 2.98 1.65 2.00 0.21
H 3.46 -0.04 1.75 0.24
H 3.60 2.12 -0.12 0.24
H 2.45 1.68 -1.40 0.23
H 1.85 3.41 1.08 0.20
H 1.94 3.97 -0.60 0.24
H -0.38 3.88 1.41 0.20
H -0.71 4.52 -0.21 0.24
H -2.76 3.42 0.83 0.23
H -2.26 2.65 -0.69 0.24
H -1.77 2.66 2.72 0.21
H -2.88 1.28 2.73 0.24
H -0.67 1.07 4.09 0.23
H -1.04 -0.29 3.01 0.21
C 2.54 -4.20 0.23 -0.64
C 1.21 -3.55 0.50 -0.02
C 0.10 -4.26 0.95 -0.09
C -1.10 -3.61 1.15 -0.25
C -1.18 -2.25 0.91 0.15
Br -2.87 -1.46 1.09 0.15
N -0.12 -1.52 0.50 -0.52
C 1.04 -2.20 0.29 0.04
H 2.43 -5.28 0.15 0.25
H 3.24 -4.00 1.05 0.24
H 2.99 -3.84 -0.69 0.24
H 0.17 -5.33 1.12 0.25
H -1.98 -4.14 1.47 0.27
H 1.85 -1.60 -0.10 0.22
C -1.20 -1.83 -2.51 -0.60
C -1.13 -0.32 -2.78 -0.14
C -2.55 0.28 -2.67 -0.60
C -0.60 -0.10 -4.19 -0.60
C -0.26 0.45 -1.79 -0.28
H -1.73 -2.31 -3.34 0.24
H -1.76 -2.05 -1.61 0.20
H -0.21 -2.27 -2.45 0.21
H -3.22 -0.24 -3.35 0.24
H -2.55 1.34 -2.95 0.21
H -2.95 0.17 -1.66 0.20
H -1.25 -0.58 -4.93 0.23
H 0.40 -0.51 -4.31 0.22
H -0.56 0.97 -4.44 0.21
H 0.25 1.26 -2.34 0.18
```

Output
- spin multiplicity = 2
- energy above the lowest of the compared OMol25 structures with the same formula, charge and spin (kcal per mole) = 0.0
- <S²> = 0.772
- HOMO (spin up / spin down) (eV) = -14.22 / -13.86
- Kohn-Sham gap (spin up / spin down) (eV) = 8.538 / 7.390
- charge = +2



Record 6
Here is a structure of composition C19H32CdO11P in a non-equilibrium geometry from the Open Molecules 2025 dataset. Energies are from ωB97M-V/def2-TZVPD.

Structure (XYZ):
```
64
Properties=species:S:1:pos:R:3:nbo_charge:R:1
Cd 9.57 -19.26 -2.81 0.97
O 9.74 -18.81 -0.92 -1.38
H 9.59 -18.54 0.00 0.48
C 9.27 -16.35 1.53 -0.29
C 9.03 -15.92 2.83 -0.25
C 9.99 -15.12 3.46 0.29
C 11.03 -14.58 2.75 -0.29
C 11.21 -14.94 1.43 -0.21
C 10.39 -15.87 0.79 0.27
O 10.69 -16.29 -0.44 -0.70
O 9.85 -14.77 4.70 -0.68
H 8.54 -16.98 1.06 0.19
H 8.11 -16.30 3.25 0.22
H 11.68 -13.86 3.24 0.21
H 11.98 -14.52 0.81 0.21
H 10.17 -17.04 -0.73 0.51
H 10.60 -14.43 5.19 0.49
C 12.62 -18.18 3.24 -0.25
C 12.16 -18.60 1.96 -0.27
C 11.81 -19.90 1.76 0.29
C 11.87 -20.84 2.83 -0.25
C 12.27 -20.43 4.08 -0.24
C 12.67 -19.07 4.30 0.26
O 13.11 -18.73 5.56 -0.71
O 11.38 -20.27 0.52 -0.73
H 13.01 -17.18 3.28 0.22
H 12.07 -17.90 1.15 0.22
H 11.63 -21.88 2.66 0.22
H 12.25 -21.05 4.97 0.21
H 13.83 -19.28 5.89 0.48
H 10.78 -19.68 0.06 0.51
C 4.58 -17.46 -4.58 -0.25
O 5.90 -17.89 -4.32 -0.80
P 6.92 -17.14 -3.37 2.62
O 8.24 -17.81 -3.17 -1.22
O 7.16 -15.64 -4.11 -0.81
C 7.83 -15.56 -5.35 -0.25
O 6.10 -16.77 -2.06 -0.82
C 6.81 -16.18 -0.90 -0.26
H 4.43 -17.00 -5.56 0.19
H 4.23 -16.74 -3.84 0.20
H 3.96 -18.35 -4.57 0.20
H 7.35 -14.75 -5.91 0.20
H 7.64 -16.49 -5.88 0.18
H 8.92 -15.51 -5.29 0.20
H 6.37 -16.50 0.05 0.21
H 6.72 -15.10 -1.03 0.20
H 7.88 -16.39 -0.83 0.21
C 7.76 -21.14 1.00 -0.26
O 7.16 -22.10 1.85 -0.55
C 7.90 -22.34 3.07 -0.08
C 7.56 -21.37 4.26 -0.09
O 8.22 -20.12 4.09 -0.54
C 7.76 -19.09 4.99 -0.26
H 8.75 -21.42 0.63 0.18
H 7.86 -20.17 1.50 0.17
H 7.09 -20.95 0.17 0.18
H 8.97 -22.37 2.89 0.18
H 7.48 -23.31 3.34 0.19
H 7.79 -21.89 5.19 0.16
H 6.47 -21.30 4.23 0.17
H 7.95 -19.51 5.98 0.17
H 6.72 -18.75 4.92 0.17
H 8.28 -18.13 4.94 0.20
```

Output
- spin multiplicity = 2
- <S²> = 0.751
- HOMO (spin up / spin down) (eV) = -6.97 / -7.51
- Kohn-Sham gap (spin up / spin down) (eV) = 7.366 / 6.944



Record 7
Here is a structure of composition C19H32Cl2EuN3O5 in a non-equilibrium geometry from the Open Molecules 2025 dataset. Energies are from ωB97M-V/def2-TZVPD.

Structure (XYZ):
```
62
Properties=species:S:1:pos:R:3:nbo_charge:R:1
O 1.88 0.99 -0.94 -0.88
C 1.29 1.49 -1.98 0.14
C 1.16 3.02 -1.92 0.05
C 0.81 3.68 -0.73 -0.24
H 0.63 3.10 0.18 0.24
C 0.72 5.08 -0.71 -0.20
H 0.42 5.57 0.23 0.21
C 1.01 5.83 -1.85 -0.25
H 0.94 6.92 -1.83 0.20
C 1.39 5.17 -3.03 -0.22
H 1.63 5.74 -3.93 0.20
C 1.47 3.77 -3.05 -0.25
H 1.75 3.24 -3.96 0.20
H 1.92 1.28 -2.86 0.11
C -0.05 -0.55 -3.15 -0.68
C -0.23 0.78 -2.49 -0.17
H -0.43 -0.50 -4.18 0.21
H -0.59 -1.36 -2.64 0.23
H 1.02 -0.79 -3.21 0.21
C -1.25 1.60 -2.79 -0.11
C -2.46 1.25 -3.62 -0.67
H -1.24 2.66 -2.51 0.22
H -2.60 1.97 -4.44 0.21
H -3.37 1.29 -3.02 0.24
H -2.43 0.25 -4.07 0.21
Eu -0.67 -0.05 0.30 1.82
Cl -1.83 1.95 1.60 -0.66
Cl -2.87 -0.89 -0.96 -0.68
C -2.80 -1.26 2.24 0.55
O -1.59 -1.56 2.13 -0.70
N -3.76 -2.06 2.69 -0.40
C -3.45 -3.39 3.20 -0.42
C -5.16 -1.68 2.67 -0.40
H -3.14 -0.26 1.92 0.19
H -2.40 -3.62 3.02 0.24
H -4.09 -4.13 2.70 0.20
H -3.67 -3.44 4.27 0.19
H -5.23 -0.70 2.18 0.23
H -5.56 -1.61 3.69 0.19
H -5.75 -2.42 2.11 0.21
H 1.66 -5.17 -0.52 0.20
H 4.20 -4.18 -0.24 0.20
C 1.61 -4.37 -1.28 -0.42
C 3.86 -3.38 -0.91 -0.40
N 2.42 -3.23 -0.86 -0.39
H 0.58 -4.06 -1.41 0.25
C 1.83 -2.16 -0.33 0.57
O 0.59 -2.05 -0.22 -0.71
H 4.32 -2.43 -0.61 0.23
H 2.51 -1.35 0.00 0.19
H 2.02 -4.77 -2.21 0.21
H 4.18 -3.63 -1.93 0.21
N 1.66 -0.13 4.83 -0.69
C 2.45 0.79 3.98 -0.34
C 1.64 0.87 2.67 0.74
O 1.74 1.90 2.00 -0.60
O 0.93 -0.18 2.46 -0.81
H 0.96 0.43 5.33 0.43
H 2.24 -0.58 5.54 0.42
H 1.19 -0.79 4.18 0.48
H 2.55 1.76 4.46 0.24
H 3.44 0.36 3.81 0.23
```

Output
- spin multiplicity = 7
- <S²> = 12.013
- HOMO (spin up / spin down) (eV) = -6.56 / -6.57
- Kohn-Sham gap (spin up / spin down) (eV) = 5.768 / 5.848